No. 1
Here is C23H21BaBrN5O6STe as an isolated structure from the OMol25 dataset. Energies are from ωB97M-V/def2-TZVPD.

The orbital gap is 5.7 eV. As for the HOMO energy: -3.77 eV. The max |F| comes out at 0.0145 Eh/bohr. The calculation puts the energy at -4880.26500 hartree.

ORCA input file:
```
! RIJCOSX wB97M-V def2-TZVPD def2/J DEFGRID3
* xyz -1 1
Ba 0.245 0.791 0.924
O -2.438 1.060 0.731
C -2.341 0.492 -0.391
O -1.441 0.782 -1.223
C -3.261 -0.695 -0.656
C -2.992 -1.377 -2.003
C -4.168 -2.306 -2.356
C -3.892 -3.510 -1.419
C -2.654 -3.005 -0.664
O -1.948 -2.303 -1.685
C -3.085 -1.896 0.327
C -2.076 -1.800 1.480
O -2.513 -2.090 2.618
O -0.869 -1.555 1.200
H -4.285 -0.322 -0.587
H -2.655 -0.699 -2.781
H -4.133 -2.599 -3.405
H -5.132 -1.832 -2.168
H -3.643 -4.405 -1.990
H -4.722 -3.746 -0.753
H -2.017 -3.774 -0.231
H -4.040 -2.152 0.781
N 2.126 -0.716 -3.105
C 1.588 -1.916 -2.683
C 1.407 -1.783 -1.339
N 1.819 -0.538 -0.942
C 2.225 0.086 -2.014
C 2.597 1.490 -1.968
N 2.054 2.332 -1.123
C 2.693 3.527 -1.326
C 3.626 3.401 -2.313
N 3.552 2.090 -2.725
H 2.253 -0.427 -4.058
H 1.351 -2.709 -3.368
H 0.951 -2.464 -0.640
H 2.454 4.398 -0.739
H 4.327 4.097 -2.735
H 4.188 1.625 -3.349
O -0.724 -3.848 3.270
C 0.440 -3.200 3.325
C 0.611 -2.024 4.066
C 1.830 -1.387 4.025
N 2.879 -1.823 3.306
C 2.695 -2.945 2.657
Br 4.181 -3.563 1.619
C 1.537 -3.698 2.628
H -1.461 -3.164 3.201
H -0.220 -1.613 4.624
H 1.989 -0.457 4.558
H 1.452 -4.600 2.040
Te 3.146 1.849 2.790
C 2.668 3.891 2.560
C 3.339 5.023 2.932
C 2.652 6.235 2.623
C 1.450 6.032 2.020
S 1.169 4.343 1.833
H 4.304 4.987 3.419
H 3.041 7.220 2.845
H 0.738 6.771 1.691
*
```

---

No. 2
Here is C23H21BrCeN4O8 as an isolated structure in a non-equilibrium geometry from the OMol25 dataset. Energies are from ωB97M-V/def2-TZVPD.

The orbital gap is 6.8 eV. As for the HOMO energy: -14.04 eV. The max |F| comes out at 0.0292 Eh/bohr. The calculation puts the energy at -4758.88276 hartree.

ORCA input file:
```
! RIJCOSX wB97M-V def2-TZVPD def2/J DEFGRID3
* xyz 2 1
Ce -0.138 0.460 0.087
O 4.390 0.436 -0.493
C 3.157 0.622 -0.105
O 2.221 0.888 -0.852
C 2.930 0.459 1.363
C 3.842 0.007 2.284
C 3.395 -0.142 3.604
C 2.085 0.153 3.932
C 1.235 0.612 2.924
N 1.668 0.759 1.687
C -0.231 0.995 3.145
O -0.191 2.034 4.070
O -0.736 1.432 1.894
H 4.463 0.565 -1.456
H 4.859 -0.221 2.001
H 4.079 -0.486 4.368
H 1.728 0.057 4.948
H -0.970 2.595 3.966
N -3.379 -1.998 1.880
C -2.225 -1.386 1.726
O -2.000 -0.762 0.649
C -1.205 -1.437 2.833
C -1.104 -0.148 3.678
H -4.075 -1.958 1.150
H -3.591 -2.511 2.721
H -0.239 -1.699 2.390
H -1.450 -2.267 3.496
H -0.710 -0.428 4.657
H -2.095 0.271 3.861
N -3.976 4.937 -4.573
C -3.320 5.198 -3.427
O -3.265 6.288 -2.906
C -2.549 4.050 -2.780
C -1.945 4.337 -1.563
C -1.235 3.345 -0.925
N -1.105 2.109 -1.438
C -1.681 1.829 -2.617
C -2.408 2.775 -3.314
H -4.476 5.696 -5.008
H -4.040 4.028 -4.990
H -2.041 5.329 -1.145
H -0.761 3.531 0.033
H -1.546 0.825 -3.005
H -2.837 2.491 -4.264
Br -0.860 -3.170 -3.514
C 0.670 -3.756 -2.582
C 1.266 -4.915 -3.050
C 2.367 -5.451 -2.397
C 2.874 -4.853 -1.251
C 2.275 -3.707 -0.771
C 1.183 -3.130 -1.436
C 0.685 -1.877 -0.892
O 0.923 -1.523 0.326
O 0.028 -1.023 -1.588
H 0.863 -5.401 -3.927
H 2.822 -6.352 -2.787
H 3.725 -5.279 -0.741
H 2.652 -3.232 0.124
*
```

---

No. 3
Here is C23H21BrFGaNO4SSi as an isolated structure from the OMol25 dataset. Energies are from ωB97M-V/def2-TZVPD.

The orbital gap is 7.8 eV. As for the HOMO energy: -5.08 eV. The max |F| comes out at 0.0100 Eh/bohr. The calculation puts the energy at -6531.38198 hartree.

ORCA input file:
```
! RIJCOSX wB97M-V def2-TZVPD def2/J DEFGRID3
* xyz -1 1
Ga -0.081 0.338 0.130
C 1.493 2.921 -0.279
Si 2.715 1.497 0.010
C 4.088 1.693 -1.257
C 3.508 1.677 1.698
N 1.790 0.067 -0.299
C 2.288 -1.208 -0.467
C 3.597 -1.610 -0.156
C 4.029 -2.915 -0.354
C 3.176 -3.881 -0.864
C 1.874 -3.518 -1.200
C 1.479 -2.218 -1.015
F 0.219 -1.865 -1.373
H 1.590 4.874 -0.441
H 0.700 3.637 1.554
H 1.063 2.756 -1.275
H 4.410 2.740 -1.264
H 3.748 1.428 -2.262
H 4.955 1.070 -1.015
H 3.865 2.708 1.794
H 4.367 1.009 1.810
H 2.802 1.474 2.507
H 4.277 -0.874 0.260
H 5.047 -3.182 -0.092
H 3.510 -4.901 -1.000
H 1.166 -4.232 -1.602
O 2.225 4.166 -0.287
C 0.348 2.961 0.765
O 0.092 1.712 1.351
C -0.912 3.562 0.166
C -1.310 4.834 0.571
C -2.439 5.455 0.057
C -3.207 4.783 -0.880
C -2.839 3.509 -1.286
C -1.700 2.878 -0.781
S -1.357 1.274 -1.491
H -0.708 5.345 1.316
H -2.725 6.443 0.400
H -4.100 5.243 -1.288
H -3.439 2.974 -2.013
Br -3.798 -4.034 2.927
C -2.730 -2.709 3.770
C -2.860 -2.653 5.153
C -2.141 -1.727 5.888
C -1.291 -0.846 5.239
C -1.163 -0.907 3.863
C -1.868 -1.841 3.095
C -1.644 -1.819 1.586
O -2.262 -2.530 0.827
O -0.713 -0.978 1.249
H -3.534 -3.343 5.644
H -2.252 -1.695 6.966
H -0.731 -0.108 5.801
H -0.522 -0.213 3.339
*
```

---

Question: Number 1 is which compound?
Answer: C23H21BaBrN5O6STe

---

Question: What is the energy in the first record?
Answer: -4880.26500 hartree